[1]
Formula: C4H8O2
Source: the OMol25 dataset
Level of theory: ωB97M-V/def2-TZVPD

## Properties
HOMO level (alpha / beta): -8.94 / -8.94 eV
energy relative to the best compared isomer or geometry (same formula, charge and spin): 4.624 eV
F_max: 0.340 eV Å⁻¹

Structure (XYZ):
```
14
Properties=species:S:1:pos:R:3:nbo_charge:R:1
O 1.0806 -0.7753 -1.2789 -0.78
C 1.6381 0.3042 -0.6572 -0.16
C 0.5746 0.5583 0.3418 0.33
C -0.8544 0.7027 -0.0620 -0.54
C -1.3934 -0.6134 0.5286 -0.05
O -0.2421 -1.4326 0.6967 -0.71
H 0.2483 -1.4719 -0.2050 0.51
H 2.6041 0.1216 -0.1485 0.17
H 1.7756 1.1951 -1.3069 0.18
H 0.7843 0.6152 1.4102 0.20
H -1.3118 1.5905 0.3897 0.23
H -0.9328 0.7347 -1.1493 0.25
H -2.1683 -1.0853 -0.0871 0.19
H -1.8027 -0.4437 1.5279 0.18
```



[2]
Formula: C14H26IOP2PtSe
Source: the OMol25 dataset
Level of theory: ωB97M-V/def2-TZVPD

## Properties
HOMO level (alpha / beta): -17.58 / -19.37 eV
F_max: 4.393 eV Å⁻¹
spin multiplicity: 5
charge: +3
expectation value of S²: 6.037

Structure (XYZ):
```
46
Properties=species:S:1:pos:R:3:nbo_charge:R:1
C -0.9313 0.3955 -3.7734 -0.74
I 2.2770 -0.8429 -1.6955 0.24
H -0.1823 0.8557 -4.4155 0.25
H -1.6397 1.2227 -3.6116 0.21
H -1.3019 -0.5181 -4.2760 0.25
Pt -0.2802 -0.2260 -1.8652 0.49
P -0.2828 2.1473 -1.2133 0.98
C -1.7829 3.2484 -1.4518 -0.92
C 0.3228 2.8013 0.4280 -0.92
H 0.3676 3.9116 0.3722 0.29
H 0.8729 4.0977 -2.0528 0.28
H 1.3136 2.3492 0.6097 0.25
H 1.9464 2.6347 -1.9696 0.25
H -2.5002 3.0128 -0.6442 0.26
H -0.4031 2.4722 1.2001 0.23
C 0.9612 3.0207 -2.2589 -0.93
H -1.4375 4.3027 -1.3834 0.29
H 0.7700 2.8128 -3.3188 0.26
H -2.2351 3.0601 -2.4449 0.26
P -0.0921 -2.5962 -0.8490 1.01
C -1.6664 -3.5298 -0.9686 -0.94
C 1.0714 -3.8056 -1.4108 -0.96
H 1.3101 -2.2655 1.0827 0.25
H 0.3816 -3.8299 1.2059 0.29
H -0.4648 -2.2526 1.4727 0.23
C 0.3468 -2.7673 0.9196 -0.95
H 2.0904 -3.4678 -1.2589 0.25
H 0.8671 -4.7094 -0.8499 0.28
H -1.5102 -4.6095 -0.7765 0.30
H -2.0492 -3.3810 -1.9915 0.27
H 0.9144 -3.9927 -2.4530 0.27
H -2.3499 -3.0981 -0.2241 0.26
C -2.1454 -0.1517 -1.5593 0.57
O -3.2099 -0.0144 -1.1118 -0.38
Se -1.3960 0.0615 1.3133 0.66
C -0.0055 0.2190 2.5883 -0.22
C -0.4123 0.3799 3.9366 -0.16
C 0.5469 0.4754 4.9230 -0.18
C 1.9014 0.4115 4.5830 -0.03
C 2.2995 0.2587 3.2624 -0.10
C 1.3431 0.1717 2.2639 -0.26
H -1.4847 0.4049 4.1263 0.26
H 0.2488 0.5917 5.9567 0.28
H 2.6292 0.4885 5.3655 0.27
H 3.3466 0.2005 2.9902 0.25
H 1.6344 0.0499 1.2283 0.22
```



[3]
Formula: C17H35ClN15O7P
Source: the OMol25 dataset
Level of theory: ωB97M-V/def2-TZVPD

## Properties
HOMO level: -8.42 eV
F_max: 3.930 eV Å⁻¹
SMILES: [H]/N=C(\C)Cc1ccc(P(O)Cl)c2nccnc12.NC(N)=O.NC(N)=O.NC(N)=O.NC(N)=O.NC(N)=O.NC(N)=O

Structure (XYZ):
```
76
Properties=species:S:1:pos:R:3:mulliken_charge:R:1
H -6.0938 3.8655 -3.8268 0.25
N -5.2915 3.3054 -4.1360 -0.68
C -4.2358 4.0344 -4.2008 0.61
C -4.2938 5.5569 -3.8337 -0.96
C -2.8917 3.3023 -4.6215 -1.01
C -2.4363 2.5064 -3.3333 0.30
C -2.8249 1.1180 -3.1643 -0.75
C -2.3805 0.4155 -1.9065 -0.55
C -1.5845 1.1242 -0.9094 0.40
P -1.0869 0.0962 0.5933 0.55
O 0.5545 0.5166 0.8245 -0.56
Cl -2.2741 0.7948 2.1975 -0.34
C -1.1867 2.5795 -1.0714 0.10
N -0.4621 3.1539 -0.0368 -0.29
C -0.1547 4.4392 -0.3609 -0.28
C -0.5265 5.1438 -1.6177 -0.51
N -1.2754 4.5713 -2.6017 -0.44
C -1.6066 3.2541 -2.3112 0.51
H -3.8769 6.2095 -4.6446 0.25
H -5.3389 5.9036 -3.5925 0.38
H -3.6854 5.6984 -2.8931 0.16
H -3.0339 2.6318 -5.5086 0.49
H -2.0988 4.0513 -4.9182 0.28
H -3.4182 0.6188 -3.9690 0.36
H -2.6317 -0.6624 -1.7537 0.49
H 0.7888 0.2908 1.7486 0.29
H 0.4381 5.0226 0.3974 0.38
H -0.1848 6.1996 -1.7805 0.40
N 0.4871 -4.7177 1.6149 -0.45
C 0.5550 -3.4695 1.0731 0.57
N 1.6630 -3.2379 0.3268 -0.35
O -0.3149 -2.6255 1.2471 -0.44
H 1.1919 -5.4230 1.4814 0.22
H -0.3187 -4.9330 2.1776 0.18
H 1.7522 -2.3265 -0.0917 0.21
H 2.3871 -3.9196 0.1732 0.16
N 3.2894 4.8347 -2.0114 -0.22
C 3.3742 4.9655 -3.3617 0.53
N 2.1764 4.9546 -4.0137 -0.30
O 4.4390 5.0832 -3.9468 -0.67
H 2.4247 4.7360 -1.5120 0.16
H 4.1517 4.8367 -1.4951 0.14
H 2.1989 5.0488 -5.0138 0.16
H 1.2896 4.8582 -3.5531 0.20
N 0.0533 -2.7833 4.5769 -0.23
C -0.6699 -2.9742 5.7150 0.55
N -2.0169 -2.8693 5.5572 -0.34
O -0.1492 -3.2199 6.7908 -0.67
H -0.3565 -2.5803 3.6792 0.12
H 1.0525 -2.8522 4.6528 0.14
H -2.5857 -3.0035 6.3749 0.21
H -2.4628 -2.6672 4.6808 0.18
N 4.9398 -6.5665 3.5549 -0.40
C 4.0434 -5.9380 2.7506 0.68
N 3.0831 -5.2297 3.4004 -0.27
O 4.0915 -6.0016 1.5298 -0.64
H 4.9156 -6.5256 4.5568 0.17
H 5.6638 -7.1000 3.1054 0.24
H 2.4095 -4.7567 2.8250 0.09
H 3.0145 -5.1573 4.3993 0.15
N 3.5118 0.9952 1.5303 -0.28
C 4.0534 2.2423 1.4628 0.61
N 5.2330 2.3952 2.1258 -0.40
O 3.5169 3.1507 0.8519 -0.60
H 3.9288 0.2282 2.0241 0.13
H 2.6395 0.8553 1.0468 0.25
H 5.6607 3.3042 2.0963 0.23
H 5.6881 1.6594 2.6328 0.15
N -4.1619 -5.6931 -0.7204 -0.39
C -3.5594 -4.4706 -0.7330 0.57
N -2.4073 -4.3918 -0.0140 -0.12
O -4.0185 -3.5190 -1.3430 -0.63
H -3.8020 -6.4878 -0.2263 0.15
H -5.0161 -5.7883 -1.2413 0.23
H -1.9342 -3.5016 -0.0004 -0.01
H -2.0122 -5.1600 0.4939 0.17
```



Which value of F_max does entry 1 give? 0.340 eV Å⁻¹



Among the records above, which one has the highest F_max? C14H26IOP2PtSe



F_max of number 1 (C4H8O2)? 0.340 eV Å⁻¹